Record 1
Here is the molecule C2H2N4O2 at a distorted geometry from the OMol25 dataset. Energies are from the ωB97M-V functional and the def2-TZVPD basis.

```
! RIJCOSX wB97M-V def2-TZVPD def2/J DEFGRID3
* xyz 0 1
O -2.10 -0.69 -0.07
O 1.24 -1.41 -0.16
N -0.95 1.25 0.00
N -2.08 0.54 -0.17
N -1.00 -1.61 0.16
N 1.35 1.07 -0.05
C 0.14 -0.87 -0.23
C 0.15 0.62 -0.08
H 1.08 1.99 0.30
H 2.17 -0.88 0.31
*
```

## Properties
- Electronic energy: -446.676567 hartree
- HOMO level: -10.0 eV
- Energy relative to the best compared isomer or geometry (same formula, charge and spin): 777.6 kJ/mol
- Kohn-Sham gap: 9.2 eV
- Structure (SMILES): [H]/N=c1\nnonc1O


Record 2
Here is the molecule C6H12O3 at a distorted geometry from the OMol25 dataset. Energies are from the ωB97M-V functional and the def2-TZVPD basis.

```
! RIJCOSX wB97M-V def2-TZVPD def2/J DEFGRID3
* xyz 0 1
O 0.95 -0.17 1.71
O 2.02 -1.09 1.55
O -1.12 0.40 1.44
C -0.25 1.36 -1.12
C -0.63 -1.85 0.75
C 0.09 0.16 -0.64
C -0.24 -0.37 0.73
C 0.85 -0.80 -1.52
C -1.01 2.49 -0.51
H 1.69 -1.25 -0.97
H -1.48 -2.00 0.08
H -0.33 3.33 -0.35
H 0.05 1.55 -2.15
H 2.78 -0.51 1.40
H 0.21 -1.61 -1.86
H 1.23 -0.29 -2.40
H -0.83 0.21 2.38
H -0.92 -2.12 1.77
H 0.20 -2.47 0.45
H -1.78 2.82 -1.20
H -1.47 2.22 0.43
*
```

## Properties
- Electronic energy: -461.409321 hartree
- HOMO level: -9.1 eV
- Energy relative to the best compared isomer or geometry (same formula, charge and spin): 411.2 kJ/mol
- Kohn-Sham gap: 10.0 eV
- Structure (SMILES): C/C=C(/C)[C@](C)(O)OO


Record 3
Here is a 2-piece molecular cluster, C4H6O overall at a distorted geometry from the OMol25 dataset. Energies are from the ωB97M-V functional and the def2-TZVPD basis.

```
! RIJCOSX wB97M-V def2-TZVPD def2/J DEFGRID3
* xyz 0 1
O 3.29 0.14 -0.19
C 1.04 0.01 0.47
C -0.25 0.12 0.39
C -2.66 -0.23 0.09
C -1.40 0.01 -0.38
H -2.81 -0.40 1.15
H 1.72 0.85 0.59
H -3.41 -0.19 -0.69
H 4.15 0.44 -0.51
H -1.15 0.24 -1.41
H 1.48 -0.99 0.50
*
```

## Properties
- Electronic energy: -230.999294 hartree
- HOMO level: -7.6 eV
- Energy relative to the best compared isomer or geometry (same formula, charge and spin): 589.2 kJ/mol
- Kohn-Sham gap: 5.0 eV


Record 4
Here is C41H52BN9O3PPbSbSe4 as an isolated structure at a distorted geometry from the OMol25 dataset. Energies are from the ωB97M-V functional and the def2-TZVPD basis.

```
! RIJCOSX wB97M-V def2-TZVPD def2/J DEFGRID3
* xyz -2 1
Pb 0.30 0.89 -0.09
Sb 0.18 5.13 1.24
Se 1.35 3.26 -0.17
Se -1.74 4.34 2.59
Se -0.42 6.94 -0.29
Se 2.00 5.80 2.77
P -2.21 0.11 4.29
O -2.97 0.06 -3.18
O 2.80 -3.38 -1.20
O -1.28 -0.13 3.16
N 2.64 -1.57 0.31
N 0.91 -3.52 0.42
N 2.56 0.12 -1.40
N 2.03 0.88 2.55
N 2.70 -1.15 -1.03
N 1.25 -1.27 2.44
N 0.20 -1.21 -2.18
N -0.04 -2.61 0.72
N -1.44 1.07 -1.78
C 3.33 -1.96 -3.11
C -2.49 -2.41 0.78
C -3.71 4.61 -1.76
C 1.70 2.74 4.08
C -1.53 -2.22 -3.45
C -1.02 -1.16 -2.70
C 3.32 -0.81 1.28
C -3.44 1.38 4.05
C -2.79 4.38 -2.77
C 3.24 -0.74 3.86
C 4.31 0.25 4.17
C 2.44 -2.25 -1.92
C 2.15 1.38 3.71
C -0.76 -3.35 -3.64
C 0.96 -2.28 -2.39
C -3.93 3.65 -0.79
C 0.33 -4.70 0.10
C 1.14 -5.91 -0.25
C 5.06 0.88 1.88
C 0.50 -1.59 3.39
C 2.77 1.80 -3.13
C -1.10 2.92 -3.93
C 3.39 -0.67 -3.48
C -1.22 -3.19 0.57
C -1.04 -4.53 0.18
C 4.53 -0.25 1.10
C -3.14 -1.40 4.72
C 2.89 0.49 4.67
C 0.52 -3.38 -3.11
C -3.20 2.47 -0.80
C 4.94 1.15 3.17
C -1.38 0.59 5.83
C 5.42 -0.66 -0.05
C 2.84 0.38 -2.65
C 4.06 -3.09 -3.77
C -3.45 1.41 0.25
C -2.06 3.20 -2.80
C -1.89 0.08 -2.55
C 3.37 -2.16 4.42
C -2.25 2.25 -1.79
C 2.51 -0.51 2.54
B 2.43 -3.11 0.23
H -1.80 -5.27 -0.02
H 1.61 2.85 5.16
H 4.86 -2.72 -4.40
H 3.12 -3.74 1.00
H 2.93 1.83 -4.21
H -0.49 -0.02 5.97
H -0.47 -2.00 3.13
H 0.76 3.01 3.58
H 1.81 2.25 -2.91
H 3.38 -3.69 -4.39
H -2.62 1.35 0.96
H -4.20 1.04 3.34
H -2.62 5.13 -3.53
H 1.17 -4.24 -3.24
H 1.63 -6.31 0.65
H 1.93 -5.64 -0.96
H -2.83 -1.98 -0.16
H 5.62 1.59 1.27
H 3.52 2.42 -2.64
H 2.68 0.50 5.73
H -2.30 -1.59 1.47
H 6.46 -0.62 0.28
H -0.17 2.50 -3.54
H -2.53 -2.11 -3.87
H -3.41 -1.89 3.78
H 0.51 -6.68 -0.67
H -1.15 -4.20 -4.20
H -1.07 1.64 5.71
H -2.94 2.26 3.63
H 4.42 -2.42 4.55
H -4.64 3.83 0.00
H -4.25 5.55 -1.72
H 0.78 -1.32 1.47
H -2.50 -2.08 5.29
H 2.94 -2.89 3.73
H 3.95 -0.38 -4.36
H -2.04 0.50 6.69
H -3.91 1.65 5.00
H 0.80 -1.44 4.42
H 5.20 -1.68 -0.38
H 2.88 -2.27 5.39
H 2.44 3.48 3.74
H -3.58 0.43 -0.21
H 5.37 2.07 3.56
H 4.99 -0.07 4.96
H 5.32 0.00 -0.91
H 4.47 -3.76 -3.01
H -0.87 3.84 -4.47
H -4.35 1.66 0.82
H -1.53 2.19 -4.62
H -3.28 -3.05 1.17
H -4.04 -1.18 5.29
*
```

## Properties
- Electronic energy: -12717.272718 hartree
- HOMO level: -1.1 eV
- Kohn-Sham gap: 4.4 eV


Record 5
Here is C17H11F3NO3S2 as an isolated structure at a distorted geometry from the OMol25 dataset. Energies are from the ωB97M-V functional and the def2-TZVPD basis.

```
! RIJCOSX wB97M-V def2-TZVPD def2/J DEFGRID3
* xyz -1 1
S -1.37 -4.93 -0.03
S -1.75 -2.55 1.43
F -2.48 -7.10 -1.04
F -3.67 -6.16 0.54
F -3.55 -5.22 -1.47
O -2.99 -2.43 2.16
O -1.85 -3.00 -2.38
O -0.59 -3.14 2.04
N -2.07 -3.36 -0.07
C -0.69 4.20 -0.09
C -0.30 0.60 -1.37
C -1.38 -0.22 -1.73
C -1.63 3.19 -0.43
C -0.16 5.07 3.58
C -1.97 -2.57 -1.25
C 0.23 0.61 -0.06
C -0.39 -0.15 0.93
C -1.50 3.24 1.88
C -1.32 -1.11 0.51
C -1.81 -1.18 -0.80
C -2.85 -5.90 -0.53
C -2.11 2.57 0.76
C -0.54 4.22 1.33
C 0.06 5.15 2.19
C -1.74 3.25 3.26
C -1.05 4.13 4.12
H 1.07 1.27 0.20
H 0.14 1.30 -2.10
H -2.83 1.75 0.84
H -1.90 -0.18 -2.70
H 0.30 5.81 4.24
H -1.24 4.11 5.20
H -0.18 -0.04 1.99
H -2.53 2.62 3.67
H -0.21 4.89 -0.78
H 0.65 5.96 1.77
H -1.97 2.97 -1.43
*
```

## Properties
- Electronic energy: -2030.847815 hartree
- HOMO level: -2.7 eV
- Energy relative to the best compared isomer or geometry (same formula, charge and spin): 47.2 kJ/mol
- Kohn-Sham gap: 4.5 eV


Which of these has the lowest Kohn-Sham gap?
C41H52BN9O3PPbSbSe4


Look up the electronic energy of the fourth one.
-12717.272718 hartree


Repeat the third record exactly.
Here is a 2-piece molecular cluster, C4H6O overall at a distorted geometry from the OMol25 dataset. Energies are from the ωB97M-V functional and the def2-TZVPD basis.

```
! RIJCOSX wB97M-V def2-TZVPD def2/J DEFGRID3
* xyz 0 1
O 3.29 0.14 -0.19
C 1.04 0.01 0.47
C -0.25 0.12 0.39
C -2.66 -0.23 0.09
C -1.40 0.01 -0.38
H -2.81 -0.40 1.15
H 1.72 0.85 0.59
H -3.41 -0.19 -0.69
H 4.15 0.44 -0.51
H -1.15 0.24 -1.41
H 1.48 -0.99 0.50
*
```

## Properties
- Electronic energy: -230.999294 hartree
- HOMO level: -7.6 eV
- Energy relative to the best compared isomer or geometry (same formula, charge and spin): 589.2 kJ/mol
- Kohn-Sham gap: 5.0 eV